Entry 1:
Formula: C14H41NO8P
Source: the OMol25 dataset
Level of theory: ωB97M-V with the def2-TZVPD basis set

As for the LUMO energy: 0.0768 Eh. The molecular weight comes out at 382.5 g mol⁻¹. The HOMO-LUMO gap comes out at 5.23 eV. Its net charge is -1.

Each line ends with the Mulliken charge.
Geometry (Å):
N -0.2527 0.5027 2.3961  -0.809
P -0.9475 1.5359 1.0663  0.042
C -1.9583 0.0538 0.3886  -0.078
O -3.2318 0.4482 -0.2859  -0.306
C -4.1888 0.8566 0.6831  0.184
C -4.9078 -0.2190 1.5306  -0.203
C -5.9517 0.2222 2.5961  -0.481
C -6.1764 1.7565 2.7764  -0.336
C -5.4518 2.8487 1.9329  -0.408
C -4.4468 2.3975 0.8512  -0.170
H 0.5825 -0.0039 2.0652  0.046
H -0.0595 1.0840 3.2238  0.260
H -1.9725 1.9273 2.0178  0.008
H -0.1870 2.7114 1.5246  0.154
H 0.1163 1.1635 0.1526  -0.281
H -1.5862 2.3802 0.0547  -0.011
H -1.3548 -0.4942 -0.4294  -0.458
H -2.1636 -0.7008 1.2455  0.318
H -4.6398 -1.3126 1.3278  0.311
H -6.5314 -0.5484 3.2225  0.277
H -6.9249 2.1225 3.5508  0.266
H -5.6317 3.9709 2.0876  0.282
H -3.8529 3.0819 0.1623  0.301
C 3.4424 1.2351 0.2035  -0.705
O 2.3304 0.3566 0.2659  -0.239
H 3.2620 2.0798 0.8701  0.278
H 4.3466 0.7075 0.5235  0.213
H 3.5657 1.6003 -0.8166  0.305
H 2.5149 -0.3810 -0.3319  0.217
C 1.3946 -2.8950 4.0091  -0.490
O 2.1481 -1.7589 3.6220  -0.485
H 2.0808 -3.7143 4.2290  0.229
H 0.8101 -2.6632 4.9035  0.256
H 0.7279 -3.1908 3.1947  0.181
H 1.5160 -1.0489 3.4331  0.278
C 0.4232 -3.0809 -0.9344  -0.346
O 1.3033 -2.0986 -0.4127  -0.463
H 0.8902 -3.5460 -1.8036  0.237
H 0.2310 -3.8445 -0.1753  0.260
H -0.5154 -2.6107 -1.2371  0.015
H 0.8669 -1.7020 0.3545  0.261
C 6.3567 1.5536 -2.1160  -0.502
O 5.4630 2.5636 -1.6756  -0.489
H 5.8600 0.9511 -2.8773  0.293
H 7.2503 2.0149 -2.5453  0.263
H 6.6338 0.9156 -1.2730  0.165
H 5.9261 3.0803 -1.0043  0.273
C -2.6016 -1.8159 -3.1743  -0.551
O -1.7213 -0.8330 -2.6570  -0.500
H -2.1378 -2.2820 -4.0454  0.257
H -2.7901 -2.5786 -2.4129  0.245
H -3.5420 -1.3455 -3.4724  0.190
H -2.1579 -0.4367 -1.8866  0.447
C -6.8270 -0.7168 -4.6081  -0.575
O -6.1522 -0.7462 -3.3611  -0.448
H -6.7611 -1.7038 -5.0670  0.210
H -7.8785 -0.4599 -4.4531  0.260
H -6.3563 0.0193 -5.2654  0.266
H -6.2247 0.1371 -2.9766  0.276
C 9.7811 0.1162 -0.0622  -0.533
O 8.8897 1.1278 0.3813  -0.468
H 9.2812 -0.4839 -0.8229  0.208
H 10.6748 0.5749 -0.4935  0.262
H 10.0595 -0.5247 0.7782  0.270
H 9.3547 1.6434 1.0520  0.273

Entry 2:
Formula: CH35O20
Source: the OMol25 dataset
Level of theory: ωB97M-V with the def2-TZVPD basis set

As for the LUMO energy: 0.0873 Eh. The value obtained for the energy above the lowest of the compared OMol25 structures with the same formula, charge and spin is 6.1 kcal/mol. The molecular weight comes out at 367.3 g mol⁻¹. The HOMO-LUMO gap comes out at 9.59 eV. Its net charge is -1.

Each line ends with the Mulliken charge.
Geometry (Å):
C 0.0598 0.2256 -0.4418  1.321
O -1.1782 0.2936 -0.2358  -0.429
O 0.8148 -0.3964 0.4812  0.419
O 0.5818 0.6326 -1.4858  -0.626
H 0.3938 -0.5564 1.3132  -0.248
O 1.6088 1.7486 2.3132  -0.620
H 0.6878 1.5356 2.4092  0.335
H 1.8968 2.2326 3.0752  0.225
O -3.8532 0.3316 2.0672  -0.709
H -3.8182 -0.5794 1.7592  0.305
H -3.0272 0.7816 2.0232  0.287
O 3.4668 0.0336 1.5522  -0.802
H 3.4018 0.4606 0.6892  0.378
H 2.7728 0.5536 1.9182  0.505
O 0.0468 0.6336 -4.8797  -0.614
H -0.8992 0.6636 -5.0428  0.259
H 0.1158 -0.1344 -4.3338  0.363
O 0.3428 -1.5024 -3.0378  -0.844
H -0.4422 -1.9494 -3.0908  0.250
H 0.3058 -0.9494 -2.2478  0.317
O -0.8032 0.5836 2.9402  -0.481
H -0.7402 1.2726 3.5912  0.258
H -0.3082 -0.1144 3.3132  0.276
O -1.2162 2.9346 -1.8858  -0.669
H -1.2972 3.5386 -2.6018  0.225
H -0.9232 2.0816 -2.1588  0.268
O -2.2002 2.3576 1.0502  -0.754
H -1.7162 1.6386 0.6092  0.391
H -2.2372 3.1866 0.5352  0.280
O 2.8468 -2.5364 2.0132  -0.729
H 2.9308 -3.3024 1.4102  0.297
H 3.2298 -1.7814 1.5572  0.396
O 0.4058 3.4736 0.2732  -0.679
H -0.2162 3.1936 -0.3948  0.262
H 1.1628 2.8756 0.1822  0.337
O -2.3182 0.1726 -2.8358  -0.622
H -1.9932 0.4116 -1.9978  0.169
H -3.0822 -0.3064 -2.6578  0.250
O 2.4448 1.6666 -2.9667  -0.814
H 2.6258 0.8146 -3.4027  0.312
H 1.7238 1.3506 -2.3998  0.694
O -2.1822 -2.0444 1.9582  -0.566
H -1.7812 -1.7324 2.7252  0.195
H -1.6362 -2.6844 1.5192  0.372
O -2.1692 -2.2564 -1.1198  -0.755
H -2.9502 -2.2934 -0.5628  0.297
H -1.7702 -1.4534 -0.8098  0.121
O 0.7768 -1.4994 3.5262  -0.662
H 1.4428 -1.8024 2.9892  0.272
H 0.2328 -2.2544 3.7892  0.284
O 3.2248 -0.4484 -1.0788  -0.733
H 2.2928 -0.2134 -0.9078  0.283
H 3.4688 0.1876 -1.7148  0.296
O -0.1602 -3.2954 0.5082  -0.821
H 0.4768 -2.6084 0.2902  0.251
H -0.8642 -3.1734 -0.0928  0.429

Entry 3:
Formula: C16H31NP2SeTi
Source: the OMol25 dataset
Level of theory: ωB97M-V with the def2-TZVPD basis set

As for the LUMO energy (alpha / beta): 0.0099 / -0.0205 Eh. The value obtained for the energy above the lowest of the compared OMol25 structures with the same formula, charge and spin is 0.0 kcal/mol. The molecular weight comes out at 426.2 g mol⁻¹. The HOMO-LUMO gap (alpha / beta) comes out at 7.38 / 7.52 eV. As for the spin multiplicity: 3. The expectation value of S² is 2.0140.

Each line ends with the Mulliken charge.
Geometry (Å):
P -0.0061 -1.3168 -2.3354  1.069
P 0.1702 1.6569 -2.2318  0.809
C -0.2520 -0.4715 -3.9849  -1.248
C 0.3207 0.9378 -3.9522  -1.149
H -1.3290 -0.4563 -4.1892  0.441
H 0.2227 -1.0844 -4.7632  0.530
H 1.3840 0.9403 -4.2229  0.454
H -0.1985 1.6014 -4.6581  0.523
C -1.4743 2.4210 -2.5920  -1.489
H -1.7077 3.1734 -1.8295  0.389
H -2.2618 1.6580 -2.5924  0.322
H -1.4336 2.9043 -3.5795  0.505
C 1.1753 3.1334 -2.6372  -1.471
H 0.7915 3.6154 -3.5476  0.383
H 2.2174 2.8357 -2.7985  0.386
H 1.1435 3.8425 -1.8025  0.375
C -1.0073 -2.7773 -2.7821  -1.407
H -0.8968 -3.5509 -2.0162  0.391
H -0.6823 -3.1675 -3.7557  0.381
H -2.0625 -2.4922 -2.8391  0.367
C 1.6346 -2.0070 -2.8275  -1.533
H 2.4047 -1.2263 -2.8254  0.328
H 1.5445 -2.4289 -3.8395  0.473
H 1.9294 -2.7996 -2.1300  0.375
Ti -0.0408 -0.4746 3.6434  0.386
C 0.8110 1.1393 2.6247  -0.285
C -0.5628 1.3871 2.5441  -0.408
C -1.4512 1.0516 1.4028  0.001
C -1.9250 -0.4515 1.3694  -0.694
C -1.0172 -1.4583 2.0344  -0.529
C 0.3363 -1.6485 1.7320  -0.371
C 1.1347 -0.7457 0.8489  0.837
C 1.6426 0.5878 1.5120  -0.897
C 0.9357 -1.9573 4.7441  -1.135
H 1.3786 1.6191 3.4218  0.472
H -0.9922 2.0113 3.3286  0.609
H -1.0218 1.3404 0.4148  -0.583
H -2.3748 1.6514 1.5299  0.508
H -2.9141 -0.5145 1.8675  0.424
H -2.1411 -0.7372 0.3120  0.198
H -1.5029 -2.2605 2.5936  0.512
H 0.7809 -2.6172 1.9843  0.557
H 0.5529 -0.5097 -0.0721  -1.333
H 2.0444 -1.2814 0.5236  0.650
H 2.6541 0.4179 1.9310  0.402
H 1.7813 1.3493 0.7150  0.219
H 1.8576 -1.6077 5.2391  0.327
H 1.1060 -2.8321 4.1019  0.264
H 0.1603 -2.2055 5.5036  0.302
Se -1.0217 2.1260 7.5906  -0.169
C -0.9634 1.1648 6.1556  0.242
N -0.8741 0.5143 5.1359  -0.709